1 | Density functional theory data (wB97M-V/def2-TZVPD) for a cluster of 3 separate species, C2H3NO4 in total.

Geometry as ORCA input:
```
! wB97M-V def2-TZVPD RIJCOSX def2/J DEFGRID3
* xyz 0 1
N -0.17 0.91 2.20
C -0.50 1.64 1.32
O -1.03 2.40 0.67
H 0.53 0.30 2.39
O 2.41 -0.62 -1.64
C 1.86 -0.95 -0.71
O 1.43 -1.15 0.34
O -1.19 -1.00 -1.25
H -1.70 -1.44 -1.88
H -1.65 -0.08 -1.43
*
```

## Properties
Highest occupied orbital energy (eV): -11.011
SMILES: N=C=O.O=C=O.O

2 | Density functional theory data (wB97M-V/def2-TZVPD) for the molecule C2H3NO4.

Geometry as ORCA input:
```
! wB97M-V def2-TZVPD RIJCOSX def2/J DEFGRID3
* xyz 0 1
O 1.06 1.62 -0.20
C 0.39 0.87 0.56
O 0.07 0.96 1.98
C -0.55 -0.20 0.15
O -1.56 -0.67 0.77
N -0.34 -0.77 -1.04
O 1.01 -0.65 -1.68
H -0.74 0.26 2.07
H -0.59 -1.76 -1.26
H 1.25 0.34 -1.34
*
```

## Properties
Highest occupied orbital energy (eV): -10.402
SMILES: O=C(O)C(=O)NO

Relative calculated energies, zero for the most stable structure, unit eV: 1 0.000; 2 3.178.

1 | Density functional theory data (wB97M-V/def2-TZVPD) for a structure of composition CHFN2O.

Geometry as ORCA input:
```
! wB97M-V def2-TZVPD RIJCOSX def2/J DEFGRID3
* xyz 0 1
C 0.48 0.59 -0.11
N 0.46 -0.78 0.09
N -0.42 0.15 0.87
O 0.92 1.50 -0.71
F -1.90 0.26 0.21
H 0.47 -1.73 -0.36
*
```

## Properties
Highest occupied orbital energy (eV): -11.050

2 | Density functional theory data (wB97M-V/def2-TZVPD) for the molecule CHFN2O.

Geometry as ORCA input:
```
! wB97M-V def2-TZVPD RIJCOSX def2/J DEFGRID3
* xyz 0 1
O -2.28 -1.41 0.24
C -1.60 -0.56 -0.12
N -0.38 -0.16 -0.42
N -1.43 0.69 -0.79
F -1.58 1.62 0.36
H 0.51 0.04 -0.03
*
```

## Properties
Highest occupied orbital energy (eV): -10.761
SMILES: O=C1NN1F

Relative calculated energies, zero for the most stable structure, unit eV: 1 0.469; 2 0.000.

1 | Density functional theory data (wB97M-V/def2-TZVPD) for a cluster of 2 separate species, C26H22O2S in total.

Geometry as ORCA input:
```
! wB97M-V def2-TZVPD RIJCOSX def2/J DEFGRID3
* xyz 0 1
C 6.18 2.46 2.56
O 6.11 1.25 1.77
C 5.01 0.48 1.99
C 4.79 -0.65 1.15
C 3.67 -1.43 1.33
C 2.64 -1.09 2.29
C 1.53 -1.97 2.49
C 0.14 -1.61 2.52
C -0.83 -2.66 2.61
C -2.14 -2.40 2.93
C -2.56 -1.06 3.07
O -3.89 -0.83 3.36
C -4.66 0.02 2.54
C -5.48 -0.61 1.60
C -6.20 0.18 0.70
C -6.14 1.57 0.78
C -5.32 2.19 1.73
C -4.59 1.41 2.64
C -1.66 0.00 2.89
C -0.33 -0.27 2.61
C 2.86 0.08 3.06
C 4.05 0.78 2.98
H 7.10 2.96 2.25
H 5.32 3.11 2.35
H 6.22 2.23 3.63
H 5.53 -0.88 0.38
H 3.51 -2.32 0.72
H 1.76 -3.03 2.38
H -0.49 -3.69 2.48
H -2.88 -3.20 3.03
H -5.51 -1.70 1.59
H -6.81 -0.32 -0.05
H -6.73 2.18 0.09
H -5.26 3.28 1.79
H -3.95 1.87 3.40
H -2.02 1.03 2.98
H 0.37 0.56 2.51
H 2.14 0.44 3.79
H 4.23 1.62 3.66
S 1.24 -1.54 5.11
C 2.65 -1.97 5.87
C 3.47 -1.03 6.56
C 4.69 -1.45 7.10
C 5.11 -2.78 6.92
C 4.25 -3.73 6.35
C 3.03 -3.34 5.83
H 3.10 -0.01 6.66
H 5.30 -0.75 7.66
H 6.11 -3.07 7.23
H 4.52 -4.79 6.31
H 2.32 -4.03 5.38
*
```

## Properties
Highest occupied orbital energy (eV): -6.784

2 | Density functional theory data (wB97M-V/def2-TZVPD) for a structure of composition C26H22O2S.

Geometry as ORCA input:
```
! wB97M-V def2-TZVPD RIJCOSX def2/J DEFGRID3
* xyz 0 1
C -3.43 -0.09 5.31
O -3.51 1.07 4.44
C -2.50 1.32 3.57
C -2.53 2.57 2.91
C -1.44 3.01 2.19
C -0.28 2.20 2.02
C 0.83 2.71 1.25
C 2.14 2.12 1.22
C 3.01 2.52 0.17
C 4.23 1.89 0.00
C 4.65 0.87 0.90
O 5.87 0.35 0.62
C 6.36 1.03 -0.62
C 5.30 2.07 -1.02
C 3.85 0.53 2.00
C 2.66 1.20 2.20
C -0.35 0.88 2.54
C -1.41 0.44 3.33
H -4.33 -0.02 5.92
H -3.43 -1.02 4.73
H -2.53 -0.04 5.95
H -3.42 3.19 3.05
H -1.50 3.99 1.72
H 0.56 3.29 0.35
H 2.68 3.26 -0.56
H 7.33 1.48 -0.39
H 6.51 0.27 -1.39
H 4.94 1.89 -2.04
H 5.72 3.09 -0.98
H 4.20 -0.24 2.68
H 2.06 0.95 3.07
H 0.42 0.14 2.26
H -1.41 -0.57 3.75
C -2.95 8.63 -2.03
C -2.60 7.99 -0.84
C -1.26 7.63 -0.58
C -0.24 8.02 -1.53
C -0.62 8.68 -2.72
C -1.96 8.97 -2.97
C 1.12 7.69 -1.24
C 1.45 6.89 -0.19
C 0.43 6.31 0.63
S 0.84 5.10 1.73
C -0.88 6.84 0.53
H -3.99 8.86 -2.24
H -3.37 7.74 -0.11
H 0.14 8.95 -3.45
H -2.25 9.46 -3.91
H 1.88 8.07 -1.92
H 2.49 6.64 0.04
H -1.62 6.57 1.29
*
```

## Properties
Highest occupied orbital energy (eV): -6.692

Relative calculated energies, zero for the most stable structure, unit eV: 1 0.562; 2 0.000.

1 | Density functional theory data (wB97M-V/def2-TZVPD) for a structure of composition BrLi2.

Geometry as ORCA input:
```
! wB97M-V def2-TZVPD RIJCOSX def2/J DEFGRID3
* xyz 1 1
Li -0.92 0.03 -0.01
Li 0.74 -0.53 1.09
Br 0.17 0.50 -1.09
*
```

## Properties
Highest occupied orbital energy (eV): -15.602

2 | Density functional theory data (wB97M-V/def2-TZVPD) for a structure of composition BrLi2.

Geometry as ORCA input:
```
! wB97M-V def2-TZVPD RIJCOSX def2/J DEFGRID3
* xyz 1 1
Li 1.62 -5.40 -10.34
Li -0.02 -8.53 -12.29
Br 1.89 -7.23 -12.03
*
```

## Properties
Highest occupied orbital energy (eV): -14.094

Relative calculated energies, zero for the most stable structure, unit eV: 1 4.758; 2 0.000.

1 | Density functional theory data (wB97M-V/def2-TZVPD) for the molecule C4H12N2S.

Geometry as ORCA input:
```
! wB97M-V def2-TZVPD RIJCOSX def2/J DEFGRID3
* xyz 0 1
C -0.44 1.24 0.99
C 0.12 -0.21 0.77
C -0.61 -1.23 1.67
S -0.24 -1.06 3.45
N 0.05 -0.55 -0.83
C 0.98 0.19 -1.83
N 0.41 0.53 -3.20
H 0.15 1.98 0.50
H -0.49 1.44 2.09
H -1.41 1.44 0.45
H 1.23 -0.34 1.10
H -0.40 -2.26 1.44
H -1.70 -1.09 1.53
H -1.33 -0.66 3.82
H -0.92 -0.46 -1.17
H 1.87 -0.38 -1.96
H 1.39 1.09 -1.40
H 0.17 -0.42 -3.52
H 1.18 0.77 -3.90
*
```

## Properties
Highest occupied orbital energy (eV): -8.728
SMILES: C[C@@H](CS)NCN

2 | Density functional theory data (wB97M-V/def2-TZVPD) for the molecule C4H12N2S.

Geometry as ORCA input:
```
! wB97M-V def2-TZVPD RIJCOSX def2/J DEFGRID3
* xyz 0 1
N 3.45 0.63 0.68
C 2.18 -0.15 1.11
C 0.93 0.06 0.16
N -0.10 0.95 0.80
C -1.31 1.12 -0.10
C -1.55 0.25 -1.30
S -1.90 -1.35 -0.59
H 4.34 0.16 0.95
H 3.54 0.99 -0.25
H 2.22 -1.25 1.48
H 2.08 0.58 1.98
H 1.17 0.60 -0.71
H 0.63 -0.94 -0.12
H -0.47 0.61 1.65
H -2.10 0.90 0.65
H -1.06 2.18 -0.29
H -0.71 0.08 -1.83
H -2.38 0.67 -1.77
H -1.88 -1.77 -1.86
*
```

## Properties
Highest occupied orbital energy (eV): -8.617
SMILES: NCCNCCS

3 | Density functional theory data (wB97M-V/def2-TZVPD) for the molecule C4H12N2S.

Geometry as ORCA input:
```
! wB97M-V def2-TZVPD RIJCOSX def2/J DEFGRID3
* xyz 0 1
C -2.72 0.33 0.47
N -1.78 -0.78 0.31
C -0.35 -0.50 0.27
C 0.46 -1.75 -0.16
N 1.92 -1.61 -0.24
C 0.00 0.69 -0.63
S 1.36 1.69 0.03
H -2.61 1.06 -0.33
H -2.62 0.81 1.45
H -3.72 -0.08 0.37
H -2.00 -1.45 1.03
H -0.02 -0.34 1.30
H 0.07 -2.56 0.46
H 0.14 -1.92 -1.19
H 2.31 -2.03 0.59
H 2.15 -0.64 0.00
H -0.82 1.39 -0.61
H 0.11 0.33 -1.65
H 1.44 2.47 -1.05
*
```

## Properties
Highest occupied orbital energy (eV): -8.822
SMILES: CN[C@@H](CN)CS

Relative calculated energies, zero for the most stable structure, unit eV: 1 0.985; 2 1.822; 3 0.000.

1 | Density functional theory data (wB97M-V/def2-TZVPD) for the molecule C4H12N2S.

Geometry as ORCA input:
```
! wB97M-V def2-TZVPD RIJCOSX def2/J DEFGRID3
* xyz 0 1
C -0.25 1.69 0.47
C 0.52 0.42 0.10
C 1.55 0.70 -1.00
S 2.85 1.88 -0.51
N -0.29 -0.69 -0.34
C -1.21 -1.30 0.59
N -2.04 -2.23 -0.18
H -0.81 2.07 -0.39
H -1.00 1.42 1.23
H 0.38 2.48 0.85
H 1.08 0.11 0.98
H 2.04 -0.19 -1.40
H 1.03 1.16 -1.85
H 3.38 1.08 0.42
H -0.78 -0.52 -1.22
H -0.66 -1.80 1.39
H -1.88 -0.59 1.11
H -1.39 -2.82 -0.69
H -2.51 -2.87 0.46
*
```

## Properties
Highest occupied orbital energy (eV): -8.864
SMILES: C[C@H](CS)NCN

2 | Density functional theory data (wB97M-V/def2-TZVPD) for the molecule C4H12N2S.

Geometry as ORCA input:
```
! wB97M-V def2-TZVPD RIJCOSX def2/J DEFGRID3
* xyz 0 1
N 1.39 -0.43 -2.10
C 0.24 0.20 -1.40
C 0.47 0.26 0.09
N 1.55 1.22 0.40
C -0.80 0.62 0.87
C -1.76 -0.58 0.96
S -1.07 -2.14 1.57
H 1.87 0.24 -2.68
H 1.01 -1.17 -2.68
H -0.67 -0.35 -1.64
H 0.02 1.20 -1.82
H 0.92 -0.68 0.35
H 1.76 1.22 1.39
H 2.45 0.93 0.05
H -0.47 0.93 1.86
H -1.32 1.33 0.23
H -2.51 -0.29 1.70
H -2.29 -0.76 0.03
H -0.80 -1.74 2.82
*
```

## Properties
Highest occupied orbital energy (eV): -8.733
SMILES: NC[C@@H](N)CCS

Relative calculated energies, zero for the most stable structure, unit eV: 1 0.000; 2 0.217.